C25H42Cl2N2O11P2W | wB97M-V/def2-TZVPD

The geometry in XYZ format:
```
85
Properties=species:S:1:pos:R:3:forces:R:3
W 1.27585 -0.64029 -1.33035 1.7 0.0 1.3
O 2.97360 0.63728 0.22201 -0.1 0.0 0.1
C 4.05196 -0.24885 0.55292 0.0 0.0 0.0
C 4.53162 -0.94302 -0.70109 0.0 0.0 0.0
N 3.42523 -1.71819 -1.33916 -0.1 0.0 -0.1
C 3.30616 -3.06967 -0.75536 0.0 0.0 0.0
C 1.85193 -3.32014 -0.41953 0.0 0.0 -0.1
O 1.44852 -4.07261 0.40948 0.0 -0.1 -0.1
O 1.05473 -2.56871 -1.21188 -0.1 -0.1 0.1
C 3.61069 -1.72209 -2.80808 0.0 0.0 -0.1
C 3.33589 -0.29649 -3.28614 0.0 0.0 0.0
O 3.71673 0.18566 -4.29815 0.1 0.0 0.0
O 2.59170 0.37444 -2.35849 -0.1 0.0 -0.3
H 3.32686 1.40363 -0.25108 0.0 -0.1 -0.1
H 3.64608 -0.95547 1.27665 0.0 0.0 0.0
H 4.87158 0.29468 1.02377 0.0 0.0 0.0
H 5.36513 -1.61591 -0.48755 0.0 0.0 0.0
H 4.89212 -0.20217 -1.41409 0.0 0.0 0.0
H 3.89614 -3.15433 0.15443 0.0 0.0 0.0
H 3.65211 -3.83593 -1.45200 0.0 0.0 0.0
H 2.87487 -2.39593 -3.25574 0.1 0.0 0.0
H 4.61191 -2.03798 -3.10764 0.0 0.0 0.0
C 1.24445 -0.16167 5.22473 0.0 0.0 0.0
C 0.68129 -1.43886 4.64814 0.0 0.0 0.0
C -0.78883 -1.64446 4.91723 0.0 0.0 0.0
O 0.97664 -1.47052 3.18882 0.1 0.0 -0.1
P 0.24077 -0.91124 1.95941 0.0 0.2 0.1
O 1.16088 -1.10080 0.77645 -0.2 -0.3 -0.1
C -0.04544 0.86161 2.13204 0.0 0.0 0.0
P -0.47359 1.59329 0.55285 0.0 0.0 0.0
O 0.32160 0.92148 -0.55988 -0.2 0.2 -0.3
O -1.96528 1.37192 0.21180 0.0 0.0 0.0
C -3.07999 2.03468 0.95538 0.0 0.0 0.0
C -3.79046 2.92938 -0.02864 0.0 0.0 0.0
C -3.93985 0.93632 1.53057 0.0 0.0 0.0
O -0.11100 3.08088 0.71515 0.1 -0.1 0.1
C -0.02399 4.09037 -0.39220 -0.1 0.0 0.0
C -0.52455 5.38519 0.19374 0.0 0.0 0.0
C 1.40938 4.13673 -0.86089 0.0 0.0 0.0
O -1.18574 -1.47682 1.77488 0.0 0.1 0.0
C -1.57283 -2.70474 0.99919 0.0 0.0 0.0
C -2.29327 -2.22716 -0.23699 0.0 0.1 0.0
C -2.42821 -3.54582 1.91171 0.0 0.0 0.0
H 1.23721 -0.23084 6.31230 0.0 0.0 0.0
H 0.64358 0.70717 4.95011 0.0 0.0 0.0
H 2.27435 -0.00665 4.90649 0.0 0.0 0.0
H 1.25286 -2.29521 4.99945 0.0 0.0 0.0
H -1.39387 -0.81529 4.54353 0.0 0.0 0.0
H -0.93438 -1.69595 5.99628 0.0 0.0 0.0
H -1.15401 -2.57240 4.48293 0.0 0.0 0.0
H 0.88868 1.32532 2.45773 0.0 0.0 0.0
H -0.82674 1.07228 2.86508 0.0 0.0 0.0
H -2.62424 2.62980 1.75197 0.0 0.0 0.0
H -4.18508 2.34150 -0.85701 0.0 0.0 0.0
H -3.12694 3.69784 -0.42396 0.0 0.0 0.0
H -4.62368 3.42505 0.46960 0.0 0.0 0.0
H -4.45398 0.39663 0.73545 0.0 0.0 0.0
H -4.69141 1.37382 2.18758 0.0 0.0 0.0
H -3.34613 0.22738 2.10828 0.0 0.0 0.0
H -0.68658 3.73335 -1.18327 0.0 0.0 0.0
H 0.10395 5.69620 1.02771 0.0 0.0 0.0
H -1.55352 5.29678 0.53958 0.0 0.0 0.0
H -0.48824 6.16083 -0.57100 0.0 0.0 0.0
H 2.06449 4.45853 -0.05073 0.0 0.0 0.0
H 1.49494 4.86003 -1.67238 0.0 0.0 0.0
H 1.73892 3.16971 -1.24256 0.0 0.0 0.0
H -0.64748 -3.22010 0.74795 0.0 0.0 0.0
H -3.25058 -1.77413 0.02295 0.0 0.0 0.0
H -2.47317 -3.07757 -0.89434 0.0 0.0 0.0
H -1.70974 -1.49373 -0.80108 0.0 -0.1 0.0
H -3.27204 -2.96816 2.29029 0.0 0.0 0.0
H -1.85647 -3.94294 2.74849 0.0 0.0 0.0
H -2.82094 -4.39158 1.34721 0.0 0.0 0.0
Cl -0.01509 2.18185 -3.55433 0.0 0.0 0.0
C -0.96711 0.85099 -4.10866 -0.1 0.0 -0.1
C -1.97227 1.06943 -5.03225 0.0 0.0 0.0
C -2.70628 -0.00468 -5.51450 0.0 0.0 0.0
C -2.44508 -1.29954 -5.09401 0.1 0.0 0.1
C -1.44208 -1.51700 -4.16626 -0.1 0.1 -0.1
Cl -1.06555 -3.11329 -3.64231 0.0 0.0 0.0
C -0.70673 -0.44437 -3.65278 0.3 -0.3 0.1
N 0.26659 -0.67441 -2.69191 -1.2 0.3 -0.6
H -2.16166 2.07268 -5.38579 0.0 0.0 0.0
H -3.48464 0.17131 -6.24396 0.0 0.0 0.0
H -3.00325 -2.13833 -5.48425 0.0 0.0 0.0
```
Forces are in eV/Å.

Values from the calculation:
Energy relative to the best compared isomer or geometry (same formula, charge and spin): 68.1 kJ/mol
Gap between HOMO and LUMO: 8.0 eV
Total charge: +2
LUMO energy: -0.224 Ha
Multiplicity: 1

=====

C30H47Cl42F5O6Si2 | wB97M-V/def2-TZVPD

The geometry in XYZ format:
```
132
Properties=species:S:1:pos:R:3:forces:R:3
C 0.76576 4.06828 2.35287 0.1 -0.5 -0.4
C 0.90215 2.60438 2.71627 -0.3 -0.2 -0.1
O 0.14032 2.28338 3.86857 0.5 0.4 -0.1
C 0.64101 1.14241 4.52977 -0.7 -0.1 -0.1
C 0.25142 -0.14242 3.79679 0.6 0.3 1.0
O -0.49889 -0.95603 4.70165 0.0 0.0 -0.6
Si -1.42138 -2.10713 4.00415 -0.5 -0.5 0.4
F -2.09997 -2.79607 5.25582 -0.2 -0.4 0.5
C -2.79807 -1.43941 2.96326 -0.2 0.6 0.1
C -3.01987 0.08671 3.11749 0.4 -0.5 -0.6
C -4.45968 0.52187 2.81139 0.8 0.5 0.0
C -4.46479 1.50528 1.66444 -0.5 -0.3 -0.3
O -4.00054 0.83348 0.48990 0.2 0.0 0.1
O -0.53583 -3.31710 3.29818 0.2 1.2 -0.6
Si -0.08221 -3.25124 1.71277 0.0 -0.8 -0.6
C 1.68630 -3.83917 1.42503 -0.3 0.5 0.2
C 2.59256 -2.86541 0.68351 0.4 -0.6 -0.1
O 3.12802 -1.84652 1.52120 -0.4 0.1 0.1
C 2.90259 -0.55008 1.06653 0.1 0.2 0.0
C 3.97867 -0.06379 0.10899 0.1 0.0 0.1
F 5.11041 0.28831 0.76015 -0.3 0.0 -0.3
F 4.32332 -0.99582 -0.80147 -0.1 0.1 0.1
F 3.52875 1.01527 -0.57143 0.2 -0.1 0.4
O -0.31797 -1.76177 1.01104 0.1 -0.4 0.5
C -0.70184 -1.73645 -0.35930 0.0 0.6 -0.5
C -0.61000 -0.31672 -0.89237 -0.4 0.1 0.2
C -1.17365 -4.52118 0.81296 0.3 -0.1 1.2
C -1.11314 -5.82235 1.62031 0.2 0.7 -0.2
F -2.51136 -4.07898 0.84625 -0.2 0.1 -0.5
H 0.51976 4.65928 3.21936 0.1 0.2 0.3
H 1.69931 4.39624 1.90711 0.1 0.3 0.0
H -0.00211 4.18227 1.59606 -0.3 0.2 0.0
H 0.54571 2.01167 1.86634 0.0 -0.2 -0.1
H 1.94215 2.32030 2.87768 0.3 0.1 0.2
H 0.13168 1.11356 5.48563 0.0 0.0 0.3
H 1.71545 1.21536 4.68757 0.2 0.1 0.0
H -0.31074 0.15916 2.92116 -0.2 -0.3 -0.3
H 1.14144 -0.70587 3.53100 0.2 -0.1 -0.4
H -2.71315 -1.64610 1.90242 0.1 -0.2 -0.1
H -3.71815 -1.91903 3.28913 0.0 -0.4 0.2
H -2.65034 0.44521 4.07266 -0.2 0.1 0.3
H -2.38083 0.54697 2.36782 0.2 0.2 0.0
H -4.86965 1.01882 3.68550 -0.4 -0.1 0.2
H -5.05237 -0.33235 2.50442 -0.3 -0.1 0.2
H -5.48237 1.85801 1.49941 -0.1 0.2 0.0
H -3.82625 2.36261 1.86723 0.1 0.2 0.1
H -4.59135 1.04127 -0.23180 -0.1 0.1 -0.3
H 1.63030 -4.73544 0.80728 -0.1 -0.2 -0.1
H 2.13084 -4.16667 2.35972 0.3 0.0 0.2
H 3.43129 -3.42265 0.27169 0.2 0.0 0.0
H 2.08248 -2.44247 -0.17776 -0.2 0.3 -0.1
H 1.94405 -0.42315 0.56867 -0.2 -0.2 -0.1
H 2.90304 0.12759 1.91495 0.1 0.1 0.2
H -1.72623 -2.07254 -0.49742 -0.1 -0.3 0.2
H -0.06669 -2.38405 -0.96362 0.2 -0.2 0.1
H 0.12656 0.26160 -0.34471 0.3 0.0 -0.1
H -1.56225 0.18791 -0.76492 -0.1 0.2 0.1
H -0.38282 -0.31581 -1.95215 0.2 0.0 -0.2
H -0.84952 -4.68154 -0.21194 -0.3 0.0 -0.3
H -1.89639 -5.75791 2.36397 -0.2 -0.2 0.1
H -0.17831 -5.84565 2.17618 0.2 -0.4 0.0
H -1.21168 -6.69579 0.99521 -0.1 -0.3 0.1
C -1.07176 -9.07329 -1.21136 0.0 0.0 0.1
Cl -2.67389 -8.76032 -0.54875 0.0 0.0 -0.1
Cl -0.15686 -7.56819 -1.35856 0.1 0.0 -0.2
Cl -0.19696 -10.23847 -0.21889 0.0 0.0 0.0
H -1.18983 -9.49225 -2.20086 0.0 0.0 0.0
C -1.71526 5.14966 5.73272 0.1 -0.2 0.0
Cl -0.34554 4.68045 6.74198 -0.1 0.1 0.1
Cl -1.24546 6.37151 4.54557 -0.1 -0.1 0.2
Cl -2.39992 3.72480 4.95424 -0.2 0.1 0.0
H -2.47284 5.58676 6.36785 0.0 0.0 0.0
C 7.23680 2.51359 -1.26322 0.1 0.0 0.1
Cl 7.74681 3.48936 -2.64416 0.3 0.0 0.0
Cl 8.35977 1.18575 -0.98747 0.0 0.0 0.0
Cl 7.08806 3.51519 0.17983 0.0 0.1 0.0
H 6.26534 2.09795 -1.48724 -0.1 0.0 0.0
C -4.62541 0.52312 -3.60157 0.0 -0.1 0.1
Cl -2.97931 -0.07132 -3.38018 -0.1 0.0 -0.1
Cl -5.80182 -0.69517 -3.11447 0.0 0.0 0.0
Cl -4.87394 2.02124 -2.70497 0.0 0.1 0.0
H -4.77163 0.73518 -4.65123 0.0 0.0 0.0
C -2.19366 10.15355 2.79815 -0.1 -0.1 0.0
Cl -3.37335 10.14388 1.48745 0.0 0.0 0.0
Cl -2.99550 10.02451 4.36351 0.0 0.0 0.0
Cl -1.01518 8.85816 2.58967 0.1 0.2 -0.2
H -1.66496 11.09590 2.76780 0.0 0.0 0.0
C -7.39369 3.92410 -5.09677 0.0 0.0 0.2
Cl -8.38766 3.18308 -3.84452 0.0 0.0 0.0
Cl -6.39529 5.21294 -4.42739 0.0 0.0 0.0
Cl -6.39234 2.71031 -5.90028 0.0 0.0 -0.1
H -8.05097 4.35596 -5.83831 0.0 0.0 0.0
C 4.02481 3.85889 6.17848 -0.1 0.0 0.0
Cl 4.18184 2.47089 5.09588 0.1 0.0 -0.1
Cl 2.78034 4.95973 5.59151 0.2 0.0 -0.1
Cl 3.66770 3.33131 7.82174 0.0 0.0 0.0
H 4.97013 4.38497 6.18860 0.0 0.0 0.0
C -7.07013 -8.53187 -0.82853 0.1 -0.1 -0.1
Cl -7.27051 -7.37707 -2.15087 0.0 0.0 0.0
Cl -6.56501 -10.10433 -1.44369 0.0 0.0 0.0
Cl -5.91363 -7.92289 0.35196 0.0 0.0 0.1
H -8.02541 -8.65111 -0.33675 0.0 0.0 0.0
C 10.53107 4.91838 -0.75923 0.1 0.0 0.1
Cl 11.04025 5.89670 -2.13639 0.0 0.0 0.0
Cl 11.65723 3.58957 -0.48663 0.0 0.0 0.0
Cl 10.37732 5.91600 0.68921 0.0 0.0 0.0
H 9.56080 4.49771 -0.98501 0.0 0.0 0.0
C 4.35753 2.33538 -4.46300 0.0 0.1 0.0
Cl 2.68538 2.30568 -5.03183 -0.1 0.0 0.0
Cl 4.73919 3.90171 -3.74511 -0.3 -0.1 -0.1
Cl 4.63216 1.01454 -3.32766 0.1 0.0 -0.2
H 5.00705 2.19110 -5.31554 0.0 0.0 0.0
C 6.15895 -0.46106 7.00967 0.0 0.0 0.1
Cl 4.51363 -0.35661 7.63506 0.0 0.0 0.0
Cl 7.00400 1.07723 7.20066 0.0 0.0 0.0
Cl 7.04878 -1.75915 7.80613 0.0 0.0 0.0
H 6.10536 -0.68768 5.95345 0.0 0.0 0.0
C -8.69311 -8.30822 -5.46574 0.0 -0.1 -0.1
Cl -8.28932 -9.98227 -5.08934 0.0 0.0 0.0
Cl -7.32683 -7.49122 -6.22746 0.0 0.0 0.1
Cl -10.12234 -8.22618 -6.49693 0.0 0.0 0.0
H -8.91619 -7.79961 -4.53826 0.0 0.0 0.0
C 1.31483 0.35778 -8.04621 0.0 -0.1 0.0
Cl 1.53314 -1.31073 -7.51864 0.0 0.0 0.0
Cl 2.70536 0.91236 -8.97621 0.0 -0.1 0.3
Cl -0.16862 0.52734 -8.98805 0.0 0.0 0.0
H 1.22846 0.97912 -7.16602 0.0 0.0 0.0
C 3.04827 2.42531 -13.30426 0.0 0.0 0.0
Cl 2.15530 2.01198 -11.84001 0.0 0.1 -0.3
Cl 4.33377 3.57951 -12.94532 0.0 0.0 0.0
Cl 3.70440 0.97586 -14.06545 0.0 0.0 0.0
H 2.36535 2.89048 -14.00141 0.0 0.0 0.0
```
Forces are in eV/Å.

Values from the calculation:
Energy relative to the best compared isomer or geometry (same formula, charge and spin): 67.1 kJ/mol
Gap between HOMO and LUMO: 9.6 eV
LUMO energy: -0.001 Ha
Multiplicity: 1